Molecular formula: C32H55BrN2O8PS3
Method: DFT, the ωB97M-V functional and the def2-TZVPD basis

```
! wB97M-V def2-TZVPD RIJCOSX def2/J DEFGRID3
* xyz 1 1
C 4.288 -2.930 1.347
C 4.610 -1.551 0.789
O 3.407 -0.771 0.568
P 2.805 0.061 1.779
O 3.518 -0.128 3.052
C 1.085 -0.452 1.920
C 0.080 0.700 1.969
C -1.303 0.263 2.473
C -2.056 -0.384 1.341
C -2.056 -1.765 1.149
C -1.401 -2.655 2.178
O -0.436 -3.317 1.945
O -1.905 -2.622 3.450
S -3.558 -2.458 3.654
C -2.589 -2.359 0.002
C -2.500 -3.849 -0.217
C -3.656 -4.639 0.407
C -4.879 -4.807 -0.487
O -3.117 -5.911 0.760
C -3.164 -1.524 -0.951
C -3.684 -2.040 -2.248
C -2.710 -1.826 -3.430
C -1.336 -2.406 -3.218
C -0.459 -1.907 -2.252
C 0.823 -2.418 -2.099
C 1.251 -3.453 -2.920
C 0.389 -3.970 -3.878
C -0.890 -3.449 -4.028
N -3.220 -0.182 -0.698
Br -4.161 0.884 -1.906
C -2.693 0.426 0.403
C -2.835 1.908 0.608
C -2.029 2.885 -0.267
C -1.859 4.230 0.476
C -0.515 4.911 0.271
N 0.612 3.988 0.479
O 2.725 1.580 1.304
C 3.534 2.028 0.183
C 2.885 1.752 -1.155
H 4.829 -3.695 0.792
H 4.561 -3.021 2.393
H 3.227 -3.135 1.217
H 5.296 -1.007 1.430
H 5.073 -1.635 -0.191
H 1.035 -0.999 2.863
H 0.833 -1.161 1.131
H -0.054 1.092 0.956
H 0.455 1.531 2.564
H -1.215 -0.421 3.313
H -1.837 1.124 2.859
H -3.593 -1.129 3.858
H -2.403 -4.060 -1.279
H -1.583 -4.215 0.226
H -3.979 -4.123 1.318
H -4.621 -4.942 -1.534
H -5.415 -5.697 -0.161
H -5.573 -3.973 -0.377
H -3.478 -6.184 1.606
H -3.869 -3.104 -2.174
H -4.647 -1.590 -2.473
H -3.152 -2.336 -4.286
H -2.625 -0.775 -3.701
H -0.767 -1.091 -1.620
H 1.484 -2.013 -1.344
H 2.249 -3.856 -2.822
H 0.726 -4.775 -4.514
H -1.532 -3.863 -4.794
H -3.901 2.144 0.543
H -2.549 2.126 1.626
H -1.071 2.468 -0.565
H -2.551 3.094 -1.194
H -2.611 4.919 0.088
H -2.069 4.128 1.542
H -0.460 5.347 -0.728
H -0.463 5.752 0.969
H 0.435 3.445 1.319
H 1.452 4.518 0.676
H 3.637 3.099 0.338
H 4.530 1.594 0.250
H 3.289 2.445 -1.892
H 1.806 1.872 -1.092
H 3.107 0.748 -1.511
C 5.040 4.879 4.412
S 3.687 4.228 3.427
O 2.491 5.070 3.710
C 3.487 2.710 4.355
H 5.287 5.865 4.025
H 4.723 4.956 5.451
H 5.903 4.220 4.318
H 3.292 2.935 5.404
H 4.377 2.092 4.253
H 2.644 2.186 3.919
C 0.515 1.069 -5.111
S 0.669 1.450 -3.368
O -0.591 0.965 -2.721
C 0.519 3.226 -3.513
H 0.544 -0.015 -5.212
H -0.432 1.455 -5.486
H 1.353 1.511 -5.650
H -0.427 3.475 -3.995
H 1.359 3.609 -4.092
H 0.553 3.626 -2.500
*
```

HOMO-LUMO gap in eV: 6.7
HOMO energy in hartree: -0.385
LUMO energy in eV: -3.76

***

Molecular formula: C30H35BClO8PPdS3
Method: DFT, the ωB97M-V functional and the def2-TZVPD basis

```
! wB97M-V def2-TZVPD RIJCOSX def2/J DEFGRID3
* xyz -2 1
Pd -0.877 0.729 0.882
Cl -2.815 7.501 3.794
C -2.660 5.825 3.291
C -3.816 5.067 3.053
C -3.708 3.765 2.658
C -2.442 3.105 2.461
O -2.430 1.902 2.081
C -1.281 3.912 2.746
C 0.086 3.423 2.701
O 0.486 2.299 2.485
C -1.428 5.253 3.140
H -4.790 5.527 3.180
H -4.591 3.169 2.459
H 0.832 4.221 2.920
H -0.533 5.836 3.332
O 1.234 0.438 -6.913
C -0.002 0.698 -6.402
O -0.953 0.561 -7.127
C -0.070 1.126 -4.987
C 1.052 1.353 -4.184
C 0.914 1.770 -2.875
C -0.348 1.959 -2.297
S -0.515 2.544 -0.653
C -1.468 1.726 -3.109
C -1.333 1.324 -4.421
H 1.890 0.535 -6.214
H 2.066 1.213 -4.548
H 1.794 1.943 -2.265
H -2.450 1.859 -2.675
H -2.205 1.146 -5.036
C 5.286 -3.403 -4.180
C 3.772 -3.207 -4.105
C 3.315 -2.538 -5.410
C 3.118 -4.593 -3.996
C 3.349 -2.346 -2.913
C 4.267 -1.819 -2.010
C 3.876 -1.032 -0.918
C 2.535 -0.794 -0.757
O 1.893 -0.059 0.187
B 0.510 -0.118 -0.125
O 0.360 -0.926 -1.284
C 1.602 -1.319 -1.651
C 1.981 -2.083 -2.726
H 5.531 -4.018 -5.050
H 5.670 -3.908 -3.291
H 5.808 -2.449 -4.285
H 3.616 -3.135 -6.276
H 3.768 -1.547 -5.505
H 2.232 -2.422 -5.443
H 3.423 -5.227 -4.835
H 2.031 -4.520 -4.004
H 3.412 -5.082 -3.065
H 5.323 -2.015 -2.138
H 4.603 -0.627 -0.226
H 1.224 -2.465 -3.401
C -4.536 -1.423 5.146
C -4.376 -1.617 3.645
C -4.278 -0.291 2.911
O -3.297 -2.548 3.418
P -1.736 -2.248 3.146
S -0.767 -3.906 3.541
S -1.533 -1.530 1.266
O -1.494 -1.111 4.255
C -0.256 -0.504 4.686
C 0.893 -0.632 3.702
C -0.583 0.944 4.994
H -5.426 -0.822 5.355
H -3.662 -0.909 5.545
H -4.633 -2.388 5.646
H -5.250 -2.155 3.266
H -3.471 0.336 3.287
H -5.223 0.244 3.048
H -4.104 -0.430 1.847
H 0.010 -1.027 5.612
H 0.718 -0.038 2.805
H 1.054 -1.672 3.422
H 1.798 -0.252 4.185
H -0.924 1.438 4.087
H 0.304 1.463 5.368
H -1.371 1.004 5.749
*
```

HOMO-LUMO gap in eV: 6.1
HOMO energy in hartree: -0.083
LUMO energy in eV: 3.82

***

Molecular formula: C3H4S2
Method: DFT, the ωB97M-V functional and the def2-TZVPD basis

```
! wB97M-V def2-TZVPD RIJCOSX def2/J DEFGRID3
* xyz 0 1
C 0.864 -2.139 0.143
C 0.455 -0.995 0.235
C 0.093 0.402 0.282
S -1.763 0.578 0.426
S 0.826 1.396 -0.934
H 1.038 -3.171 0.243
H 0.492 0.822 1.371
H -2.007 -0.383 1.262
H 0.516 0.442 -1.799
*
```

Structure (SMILES): C#CC(S)S
HOMO-LUMO gap in eV: 10.1
HOMO energy in hartree: -0.345
LUMO energy in eV: 0.74

***

Molecular formula: C12H18BF4LiO9
Method: DFT, the ωB97M-V functional and the def2-TZVPD basis

```
! wB97M-V def2-TZVPD RIJCOSX def2/J DEFGRID3
* xyz 0 1
Li 1.996 -0.266 -0.027
B 3.747 -1.861 -0.024
F 3.698 -0.771 -0.814
F 3.208 -2.906 -0.702
F 5.022 -2.164 0.226
F 3.113 -1.507 1.171
C 0.774 -2.508 -4.382
C 1.844 -1.430 -3.987
C 1.826 -0.209 -4.898
O 1.659 0.846 -3.954
C 1.634 0.358 -2.743
O 1.531 1.107 -1.731
O 1.532 -0.984 -2.759
H 0.801 -2.810 -5.429
H -0.231 -2.145 -4.164
H 0.755 -3.194 -3.535
H 2.861 -1.823 -3.956
H 1.105 -0.103 -5.709
H 2.792 -0.056 -5.380
C -1.733 3.015 3.672
C -0.575 3.537 2.881
C 0.665 3.679 3.694
O 1.440 2.686 3.107
C 0.992 2.147 2.040
O 1.559 1.342 1.297
O -0.236 2.593 1.840
H -1.967 3.676 4.507
H -1.380 2.059 4.060
H -2.713 2.882 3.214
H -0.868 4.497 2.458
H 0.550 3.398 4.741
H 1.099 4.659 3.496
C -3.896 -0.347 1.636
C -2.976 -1.505 1.433
C -3.088 -2.301 0.159
O -1.755 -2.265 -0.445
C -0.906 -1.526 0.269
O 0.289 -1.363 0.028
O -1.651 -0.933 1.365
H -4.825 -0.829 1.939
H -4.048 0.213 0.713
H -3.609 0.304 2.462
H -2.863 -2.029 2.383
H -3.745 -1.868 -0.595
H -3.428 -3.297 0.444
*
```

HOMO-LUMO gap in eV: 11.0
HOMO energy in hartree: -0.392
LUMO energy in eV: 0.30

***

Molecular formula: InO8P2
Method: DFT, the ωB97M-V functional and the def2-TZVPD basis

```
! wB97M-V def2-TZVPD RIJCOSX def2/J DEFGRID3
* xyz -3 1
In 9.554 8.603 -9.695
P 10.635 11.537 -9.730
O 11.842 11.686 -8.802
O 10.967 10.301 -10.672
O 10.463 12.703 -10.712
O 9.357 11.118 -9.005
P 9.841 7.466 -12.626
O 10.837 7.950 -13.717
O 10.558 6.987 -11.356
O 9.151 6.329 -13.422
O 8.850 8.567 -12.248
*
```

HOMO-LUMO gap in eV: 3.1
HOMO energy in hartree: 0.108
LUMO energy in eV: 6.02

***

Molecular formula: C3H12NO3
Method: DFT, the ωB97M-V functional and the def2-TZVPD basis

```
! wB97M-V def2-TZVPD RIJCOSX def2/J DEFGRID3
* xyz -1 1
C 1.577 0.661 1.227
C 1.055 -0.669 0.651
C -0.452 -0.757 0.528
O -1.019 0.323 -0.178
N 1.471 1.758 0.238
H 2.636 0.471 1.410
H 0.969 1.029 2.048
H 1.508 -0.670 -0.352
H 1.518 -1.635 0.902
H -0.967 -0.810 1.514
H -0.815 -1.734 0.153
H 0.471 1.912 0.132
H 1.753 1.366 -0.652
H -0.135 0.095 -1.588
H -0.282 -0.022 -3.117
O 0.394 -0.049 -2.434
H -3.850 -0.074 -0.295
H -2.478 -0.324 -0.129
O -3.354 -0.872 -0.056
*
```

HOMO-LUMO gap in eV: 8.1
HOMO energy in hartree: -0.144
LUMO energy in eV: 4.16

***

Molecular formula: C28H59N7O7P
Method: DFT, the ωB97M-V functional and the def2-TZVPD basis

```
! wB97M-V def2-TZVPD RIJCOSX def2/J DEFGRID3
* xyz 1 1
C 5.564 2.929 -0.614
C 5.757 4.466 -1.157
C 5.965 4.570 -2.806
C 4.482 4.582 -3.530
O 4.284 3.498 -4.510
C 3.388 2.446 -4.004
C 4.085 1.205 -3.171
C 3.121 0.015 -2.587
P 3.996 -1.412 -1.599
N 3.440 -2.928 -2.359
O 5.729 -1.305 -1.866
N 1.586 -0.025 -2.741
O 0.976 -1.092 -2.196
C -0.340 -0.761 -1.629
C -0.326 0.372 -0.445
C -1.712 0.110 0.452
C 0.999 0.358 0.520
C 1.028 -0.831 1.648
C 2.548 -1.520 1.637
C 0.888 -0.114 3.138
C 0.931 1.092 -3.522
C 1.754 2.388 -4.188
N 1.092 3.526 -4.932
H 6.176 2.175 -1.268
H 5.858 2.795 0.535
H 4.430 2.570 -0.678
H 6.636 5.000 -0.556
H 4.746 5.044 -0.932
H 6.677 3.720 -3.223
H 6.571 5.586 -2.970
H 3.628 4.437 -2.708
H 4.262 5.647 -4.022
H 5.244 1.235 -3.017
H 2.983 -2.694 -3.277
H 4.212 -3.627 -2.479
H 6.035 -2.236 -2.086
H -0.777 -1.762 -1.148
H -1.129 -0.473 -2.477
H -0.486 1.454 -0.925
H -1.824 0.866 1.343
H -2.612 0.166 -0.307
H -1.698 -1.016 0.847
H 0.985 1.388 1.122
H 2.026 0.332 -0.041
H 0.273 -1.707 1.471
H 2.867 -1.857 2.737
H 2.589 -2.428 0.874
H 3.389 -0.742 1.309
H 1.783 0.658 3.290
H 0.962 -0.886 4.017
H -0.116 0.511 3.235
H -0.231 1.100 -3.705
H 1.886 4.079 -5.361
H 0.461 3.204 -5.698
C 3.527 -6.710 -2.219
O 4.330 -5.793 -2.098
N 2.678 -7.165 -1.233
C 1.754 -8.258 -1.455
C 2.709 -6.530 0.068
H 3.423 -7.261 -3.168
H 0.734 -7.900 -1.286
H 1.981 -9.063 -0.749
H 1.836 -8.643 -2.475
H 2.475 -5.467 -0.049
H 3.716 -6.624 0.486
H 1.985 -6.994 0.742
C -4.106 2.443 -1.964
O -2.918 2.392 -2.255
N -5.112 1.732 -2.582
C -6.499 1.847 -2.179
C -4.773 0.840 -3.672
H -4.472 3.090 -1.150
H -6.859 0.863 -1.866
H -7.087 2.199 -3.031
H -6.611 2.551 -1.350
H -4.067 0.087 -3.309
H -4.294 1.417 -4.468
H -5.669 0.348 -4.061
C -0.249 -0.761 6.981
O -0.264 0.100 6.111
N 0.838 -1.086 7.765
C 0.777 -2.120 8.777
C 2.082 -0.371 7.571
H -1.142 -1.364 7.210
H 1.007 -1.677 9.751
H 1.516 -2.891 8.541
H -0.216 -2.576 8.817
H 1.910 0.696 7.742
H 2.416 -0.512 6.539
H 2.849 -0.736 8.260
C -8.338 2.007 0.651
O -8.189 1.208 -0.264
N -9.478 2.147 1.414
C -9.576 3.120 2.483
C -10.615 1.295 1.138
H -7.534 2.702 0.943
H -9.774 2.595 3.422
H -10.400 3.805 2.265
H -8.650 3.693 2.581
H -10.314 0.250 1.257
H -10.937 1.454 0.105
H -11.441 1.520 1.819
*
```

HOMO-LUMO gap in eV: 6.8
HOMO energy in hartree: -0.391
LUMO energy in eV: -3.84

***

Molecular formula: H28HfO22S2
Method: DFT, the ωB97M-V functional and the def2-TZVPD basis

```
! wB97M-V def2-TZVPD RIJCOSX def2/J DEFGRID3
* xyz 0 1
Hf 3.035 0.652 1.011
S 4.331 -0.056 -1.774
O 2.987 0.332 -1.444
O 4.507 -1.382 -2.341
O 5.011 0.954 -2.582
O 4.730 -0.047 -0.375
S -0.504 0.356 0.136
O -0.609 -1.000 -0.432
O 0.888 0.722 0.336
O -1.116 1.290 -0.708
O -1.136 0.293 1.472
O -0.085 3.553 -0.723
H -0.454 2.688 -0.903
H -0.490 3.819 0.102
O -2.685 -2.347 0.862
H -2.016 -1.773 0.490
H -2.594 -2.240 1.809
O -2.196 -3.741 -1.615
H -2.405 -3.188 -0.862
H -2.890 -4.399 -1.629
O -1.604 -0.576 -2.940
H -2.398 -0.050 -2.852
H -1.385 -0.831 -2.044
O 2.611 -1.628 0.308
H 1.947 -2.315 0.364
H 3.378 -2.065 -0.063
O -2.956 2.736 -1.840
H -2.842 3.591 -1.425
H -2.321 2.169 -1.402
O -0.446 3.283 2.119
H 0.372 2.994 2.522
H -0.891 2.473 1.869
O 0.469 -3.053 -1.618
H 0.292 -2.198 -1.225
H -0.394 -3.450 -1.727
O -1.417 0.510 3.981
H -2.336 0.763 3.896
H -1.081 0.520 3.085
O -3.735 0.859 2.144
H -4.229 1.141 1.374
H -2.905 0.538 1.791
O 0.441 -2.718 1.426
H -0.094 -3.506 1.325
H -0.008 -2.055 0.903
O 1.018 1.139 -2.980
H 1.797 0.716 -2.619
H 0.285 0.641 -2.617
O 1.718 -0.695 2.663
H 1.730 -0.634 3.618
H 1.232 -1.499 2.480
O 2.608 2.570 -0.296
H 3.099 3.195 -0.829
H 1.733 2.952 -0.223
*
```

HOMO-LUMO gap in eV: 4.7
HOMO energy in hartree: -0.366
LUMO energy in eV: -5.26